This record from OMol25 describes a cluster of 2 separate species, C3H3N2 in total at a distorted geometry. The level of theory is wB97M-V/def2-TZVPD.

```
! wB97M-V def2-TZVPD RIJCOSX def2/J DEFGRID3
* xyz 1 1
C 1.923 0.103 -0.003
C -1.558 -0.680 0.020
C 0.591 0.504 -0.083
N 3.023 -0.193 0.108
N -0.479 -0.080 -0.066
H -2.074 -1.034 -0.868
H -2.001 -0.872 0.993
H 0.576 2.250 -0.100
*
```

Its HOMO energy is -16.8977 eV. The total energy is -6126.9653 eV. Its gap between HOMO and LUMO is 9.812 eV. The value obtained for the relative energy (zero: lowest compared OMol25 entry of this formula, charge and spin) is 252.1 kJ/mol. The molecular weight comes out at 67.07 g/mol.

=====

This record from OMol25 describes a cluster of 2 separate species, C3H3N2 in total at a distorted geometry. The level of theory is wB97M-V/def2-TZVPD.

```
! wB97M-V def2-TZVPD RIJCOSX def2/J DEFGRID3
* xyz 1 1
C -1.492 1.322 -0.031
C 2.109 -0.106 -0.126
C -0.338 -0.887 -0.053
N 3.189 0.172 0.049
N -0.923 0.296 -0.038
H -2.115 2.212 0.164
H -0.172 -1.588 -0.913
H -0.257 -1.422 0.948
*
```

Its HOMO energy (alpha / beta) is -16.7661 / -15.9157 eV. The total energy is -6124.9954 eV. Its gap between HOMO and LUMO (alpha / beta) is 8.833 / 7.721 eV. The value obtained for the relative energy (zero: lowest compared OMol25 entry of this formula, charge and spin) is 442.2 kJ/mol. The molecular weight comes out at 67.07 g/mol.

=====

Look up the relative energy (zero: lowest compared OMol25 entry of this formula, charge and spin) of the first one. 252.1 kJ/mol